Entry from OMol25: the ion C8H9ClN3 with charge +1 in a non-equilibrium geometry (ωB97M-V/def2-TZVPD).

Output
Spin multiplicity ... 1
E_LUMO (alpha / beta) ... -5.609 / -5.605 eV
E_HOMO (alpha / beta) ... -11.531 / -11.535 eV
Kohn-Sham gap (alpha / beta) ... 5.92 / 5.93 eV
Charge ... +1
Energy relative to the best compared isomer or geometry (same formula, charge and spin) ... 88.9 kcal per mole

Each line ends with the natural charge from an NBO analysis.
Positions of all 21 atoms, in Å:
C 1.39050 -0.67897 -1.83771  -0.104
C 0.42111 -0.72672 -2.67646  0.454
C -0.39947 0.78381 2.54955  -0.357
C -1.16116 0.51769 -0.06421  -0.022
C 0.59084 0.36195 1.57639  0.280
C 0.20965 0.33292 0.17429  -0.067
C -1.64304 1.07824 2.12336  0.265
C -0.74315 -1.18021 -3.25437  -0.768
N -2.02224 0.84409 0.88819  -0.539
N 1.81860 -0.00729 1.91963  -0.775
N 1.28110 -0.07971 -0.62198  -0.554
Cl -2.69452 1.66168 3.46060  0.033
H -0.23605 0.94153 3.62825  0.259
H -1.35217 -0.29820 -3.46322  0.311
H -0.33981 -1.69203 -4.13918  0.324
H -1.28967 -1.99587 -2.65531  0.279
H -2.95352 1.16081 0.64251  0.430
H 2.12692 0.01317 2.95459  0.432
H 2.32442 -0.58489 1.23147  0.408
H 2.44941 -0.87304 -2.05675  0.292
H 2.22226 0.42104 -0.37962  0.416

=====

Entry from OMol25: an isolated molecule of C29H25NO5 in a non-equilibrium geometry (ωB97M-V/def2-TZVPD).

Output
Spin multiplicity ... 1
E_LUMO ... -0.659 eV
E_HOMO ... -8.054 eV
Kohn-Sham gap ... 7.40 eV
Energy relative to the best compared isomer or geometry (same formula, charge and spin) ... 48.4 kcal per mole
SMILES ... COc1ccc(C(=C[C@@H](Oc2ccc([N+](=O)[O-])cc2)c2ccccc2)c2ccc(OC)cc2)cc1

Each line ends with the natural charge from an NBO analysis.
Positions of all 60 atoms, in Å:
C -3.25836 -6.91990 2.44263  -0.260
O -3.79480 -5.57758 2.57224  -0.495
C -2.98526 -4.53017 2.25495  0.331
C -3.59762 -3.25038 2.19931  -0.257
C -2.89151 -2.16804 1.70137  -0.161
C -1.52825 -2.28237 1.34229  -0.145
C -0.74944 -1.12305 0.89004  0.059
C -1.33776 -0.11715 0.14981  -0.288
C -0.83424 1.23734 -0.00615  0.106
C -1.84124 2.33625 -0.25815  -0.102
C -1.35760 3.63974 -0.37939  -0.183
C -2.22085 4.67505 -0.72151  -0.205
C -3.60520 4.44229 -0.74550  -0.201
C -4.09753 3.15122 -0.54863  -0.229
C -3.21963 2.09154 -0.29332  -0.135
C 0.69690 -1.12399 1.19672  -0.065
C 1.24876 -1.58462 2.42430  -0.171
C 2.61350 -1.51964 2.64971  -0.279
C 3.47979 -1.01029 1.64385  0.336
O 4.79004 -0.83315 1.96528  -0.492
C 5.60106 -0.10551 1.01907  -0.256
C 2.95119 -0.64535 0.38574  -0.316
C 1.58036 -0.62998 0.22959  -0.187
C -0.91896 -3.55199 1.48659  -0.090
C -1.62510 -4.67409 1.89427  -0.339
H -4.10990 -7.55213 2.71495  0.207
H -2.93650 -7.13140 1.40320  0.187
H -2.41932 -7.08300 3.14816  0.183
H -4.63055 -3.17119 2.53327  0.228
H -3.37320 -1.18729 1.63200  0.222
H -2.18927 -0.36029 -0.50912  0.223
H -0.00750 1.58845 0.65959  0.224
H -0.29873 3.82963 -0.18790  0.219
H -1.81241 5.67059 -0.88824  0.220
H -4.28822 5.26852 -0.92962  0.218
H -5.17062 2.96386 -0.52037  0.217
H -3.59855 1.09385 -0.08507  0.210
H 0.58501 -1.97743 3.19981  0.225
H 3.04099 -1.82389 3.60365  0.229
H 6.57944 -0.04551 1.48993  0.205
H 5.67715 -0.63901 0.06230  0.182
H 5.20251 0.90423 0.84763  0.184
H 3.59897 -0.30949 -0.43373  0.228
H 1.19060 -0.25927 -0.71468  0.251
H 0.13882 -3.67340 1.25979  0.215
H -1.12642 -5.65056 1.93357  0.224
O -0.11974 1.00794 -1.58767  -0.606
C 0.63869 1.94366 -2.16439  0.384
C 1.84377 2.47575 -1.58246  -0.322
C 2.75872 3.16747 -2.37417  -0.167
C 2.48978 3.36379 -3.75168  0.032
N 3.56982 3.62686 -4.67523  0.491
O 3.31002 3.73992 -5.90010  -0.394
O 4.74087 3.68995 -4.22843  -0.396
C 1.21214 3.05692 -4.26544  -0.173
C 0.30390 2.35288 -3.49811  -0.275
H 2.04843 2.30083 -0.51961  0.225
H 3.71636 3.51117 -1.97686  0.244
H 1.00190 3.33073 -5.29422  0.248
H -0.66517 2.05067 -3.89582  0.234

=====

Entry from OMol25: an isolated molecule of C5H13N3O in a non-equilibrium geometry (ωB97M-V/def2-TZVPD).

Output
Spin multiplicity ... 1
E_LUMO ... 0.835 eV
E_HOMO ... -8.921 eV
Kohn-Sham gap ... 9.76 eV
Energy relative to the best compared isomer or geometry (same formula, charge and spin) ... 69.9 kcal per mole
SMILES ... [H]/N=C(/ON)N(C)C(C)C

Each line ends with the natural charge from an NBO analysis.
Positions of all 22 atoms, in Å:
C 1.04750 0.33848 -0.02542  -0.010
C -1.42993 1.31765 -0.25147  -0.422
C 1.18642 0.38592 -1.53493  -0.634
C 1.65936 1.51377 0.70650  -0.623
N -0.54420 0.31989 0.32887  -0.467
C -1.00278 -0.93130 0.60243  0.694
N -0.18504 -3.15259 0.88305  -0.488
O -0.00261 -1.72778 1.16102  -0.418
N -2.13537 -1.48524 0.31765  -0.827
H 1.58964 -0.55215 0.30258  0.244
H -0.65411 -3.44838 1.73829  0.339
H -0.94043 -3.11982 0.18652  0.366
H -2.74470 -0.80796 -0.13434  0.346
H -0.98475 2.31516 -0.19813  0.214
H -2.38674 1.36232 0.28221  0.218
H -1.64446 1.09635 -1.30437  0.186
H 2.74756 1.50550 0.56774  0.215
H 0.65774 -0.45620 -1.99530  0.219
H 0.79054 1.31476 -1.95314  0.202
H 2.24369 0.31041 -1.81471  0.221
H 1.46790 1.43236 1.78081  0.225
H 1.26479 2.46884 0.35410  0.199

=====

Entry from OMol25: an isolated molecule of C5H14N2 in a non-equilibrium geometry (ωB97M-V/def2-TZVPD).

Output
Spin multiplicity ... 1
E_LUMO ... 1.110 eV
E_HOMO ... -8.674 eV
Kohn-Sham gap ... 9.78 eV
Energy relative to the best compared isomer or geometry (same formula, charge and spin) ... 18.3 kcal per mole
SMILES ... CC(C)[C@@H](N)CN

Each line ends with the natural charge from an NBO analysis.
Positions of all 21 atoms, in Å:
N -0.09441 -1.49318 -1.20778  -0.870
C -0.22745 -0.57629 -0.03981  -0.065
C -0.88381 0.72314 -0.53717  -0.220
C 0.08192 1.58653 -1.34068  -0.615
C -1.49604 1.52456 0.59313  -0.613
C 1.10428 -0.41671 0.68202  -0.241
N 1.36956 -1.29860 1.82011  -0.840
H 0.65063 -2.14705 -1.06557  0.361
H -0.19191 -1.01285 -2.08554  0.367
H -1.01756 -1.08691 0.51659  0.187
H -1.65291 0.34843 -1.22142  0.202
H 0.61379 1.09342 -2.15018  0.210
H -0.38729 2.48814 -1.64301  0.212
H 0.85881 1.94106 -0.65132  0.199
H -0.76475 2.13001 1.12804  0.206
H -2.28348 2.16062 0.19199  0.214
H -2.04425 0.93013 1.32921  0.211
H 1.90647 -0.63659 -0.01042  0.195
H 1.26669 0.61937 0.98949  0.186
H 0.61225 -1.29048 2.48297  0.357
H 1.64615 -2.22042 1.52242  0.357